Entry 1:
Here is a 7-piece molecular cluster, C28H47F9O14 overall at a distorted geometry from OMol25. Energies are from wB97M-V/def2-TZVPD.

strongest force on any atom = 2.44 eV Å⁻¹
structure (SMILES) = CCOC(=O)C(F)(F)F.CCOC(=O)C(F)(F)F.CCOC(=O)C(F)(F)F.O=C1CCCO1.O=C1CCCO1.COCCOC.COCCOC
lowest unoccupied orbital energy = 0.5 eV
DFT total energy = -82918.7123 eV

Structure (ORCA input):
```
! RIJCOSX wB97M-V def2-TZVPD def2/J DEFGRID3
* xyz 0 1
H -0.9069 -1.3118 -1.9077
F -4.3607 -1.5574 -5.6308
H -0.1348 1.1476 -2.2313
C 0.3578 1.3964 -0.1894
H 0.4569 1.8628 2.9060
H 4.8661 0.8014 2.3805
H 2.2531 -0.5131 0.3560
H -3.5324 -6.5523 -2.7589
H 2.0255 5.2507 -1.8139
C -2.1156 -0.8852 -5.6109
H -0.1540 1.3509 -6.0494
C -5.0830 -3.4758 2.7291
F -3.9713 0.5626 -5.5376
C 1.4808 4.3054 1.7338
H -2.3551 -3.9170 -1.8023
H -3.9762 -7.7639 -0.5704
C 1.7834 3.5059 3.0041
H -3.4910 -4.0735 -3.1354
H 4.6004 2.7667 3.5323
C -4.3990 -2.9271 -0.7829
H 2.1259 3.7332 -4.4261
F -0.3012 -1.6760 3.5252
C 3.9172 3.7921 -0.8120
O -3.6874 -1.6327 3.6837
H 1.7283 3.7574 0.8256
O -1.7185 3.8089 2.9153
F -1.1735 0.2743 3.8553
H 2.5257 2.7452 2.7519
H 6.0873 0.1497 3.6736
C -3.3684 -6.9277 -0.2033
C 0.4999 2.8220 3.4148
C -0.5374 3.7642 2.7625
C -1.3999 -1.0422 3.9428
H -4.2951 -2.2487 -1.6334
C 3.8618 1.6972 5.2317
C -0.0543 -1.4665 -1.2306
H -5.9034 -3.6498 2.0375
H 5.8837 2.2841 4.6482
H 0.0808 2.4464 -0.2756
H 3.2767 4.9944 -3.8921
C 1.8335 0.1206 1.1346
C 0.6277 0.8468 -5.4797
C -2.5771 -1.4153 3.0044
C -2.8014 -5.9030 -2.2571
H 1.5896 1.2739 -1.8478
F 6.0661 2.8356 -0.7682
F 4.3858 1.4593 -0.5195
H 1.1826 3.7015 -2.1637
H 1.5141 0.7575 -6.1073
O 3.1217 3.3988 -1.8086
O -2.3647 -6.5044 -1.0719
H -4.9527 -1.4273 2.0551
H -4.1980 -3.9074 2.2555
O 3.3311 0.4238 4.9255
H 2.1649 4.1494 3.7979
H 4.2939 1.7170 6.2362
O 0.0706 4.5658 1.8411
H 1.6530 5.4222 -4.0754
C -3.5526 -0.6216 -5.1012
C 5.1663 0.6612 3.4135
O -1.1681 -0.6187 -4.7415
H -0.3022 -1.3267 -0.1804
O -2.4712 -1.2899 1.8225
H -5.7229 -1.4691 3.4589
H 2.0963 5.2001 1.6449
H 0.3924 -1.2468 -6.0115
O -1.9486 -1.2219 -6.7490
H 0.8267 1.4458 -4.5938
O 0.9648 -0.5745 -1.6632
H -5.1919 -4.0211 3.6659
H -0.4530 0.8205 0.2735
F -1.6403 -1.3496 5.2076
C 4.0567 -0.2181 3.9870
C 0.6527 0.7893 -1.5541
C -4.8823 -1.9898 2.9955
H -4.1053 -6.1693 0.0828
O -4.3339 -4.2610 -1.2673
F -3.6245 -0.7399 -3.7722
C 2.1093 4.2669 -2.2747
C 4.8384 2.6878 -0.2773
H -5.3423 -2.7422 -0.2750
F 4.9223 2.8013 1.0555
C 0.1966 -0.5848 -5.1686
O 3.7963 -1.3263 3.6242
H 0.2997 2.7711 4.4798
H 3.0697 2.4462 5.2196
O 3.9423 4.8801 -0.3430
C -3.2410 -4.4603 -2.1420
C 4.9453 1.9722 4.1926
C 2.2707 4.5807 -3.7602
H 1.0183 -0.3953 1.6580
H 0.8167 -1.0095 -4.3792
H -3.5694 -2.7797 -0.0853
H -1.9727 -5.8727 -2.9716
H -2.9533 -7.2159 0.7638
H 2.5446 0.1490 1.9673
O 1.4885 1.4130 0.6851
H 0.2283 -2.4941 -1.4543
*
```

Atomic partial charges in e from the Mulliken method, atoms 1 to 5: number 1, H, carries 0.171; number 2, F, carries -0.269; number 3, H, carries 0.412; number 4, C, carries -0.682; number 5, H, carries -0.532



Entry 2:
Here is a 2-piece molecular cluster, C12H16NO overall at a distorted geometry from OMol25. Energies are from wB97M-V/def2-TZVPD.

strongest force on any atom = 4.69 eV Å⁻¹
lowest unoccupied orbital energy = -4.5 eV
DFT total energy = -16229.2043 eV

Structure (ORCA input):
```
! RIJCOSX wB97M-V def2-TZVPD def2/J DEFGRID3
* xyz 1 1
C -0.0199 -0.5574 -1.7118
C -1.3362 2.3353 -0.1832
H -0.9938 -2.6942 -2.0454
H 1.9136 0.6430 2.6477
C -0.3592 -1.5040 -0.5056
C 1.4170 1.8988 0.3954
H -0.7116 -1.0227 0.4461
C 0.4701 1.4762 1.3427
C -0.9475 1.7624 0.9563
H -2.3412 2.3770 -0.5846
C 2.2050 1.8764 -0.5210
C 1.4758 -0.5570 -1.6416
H -2.0860 1.4183 2.7934
H 3.1731 2.1635 -0.7968
C 0.9201 0.9297 2.4893
H 0.2357 0.6831 3.2900
H -2.9895 1.0612 1.3814
O -0.7594 0.0080 -2.4404
C -1.9926 1.0444 1.7019
N 0.9193 -2.1700 -0.2419
H 1.9554 -0.3188 -2.6673
H -1.6288 0.0091 1.6586
H -0.6569 2.9299 -0.8536
C -1.3954 -2.4529 -1.0868
H 1.7424 0.4049 -1.0777
H -1.6048 -3.3355 -0.4636
C 1.9250 -1.6884 -0.9009
H 2.9582 -1.8398 -0.7842
H 0.9171 -2.8937 0.5727
H -2.4051 -1.9868 -1.1690
*
```

Atomic partial charges in e from the Mulliken method, atoms 1 to 5: number 1, C, carries 0.198; number 2, C, carries -1.156; number 3, H, carries 0.369; number 4, H, carries 0.411; number 5, C, carries 1.022



Entry 3:
Here is C3H11NO2Si as an isolated structure at a distorted geometry from OMol25. Energies are from wB97M-V/def2-TZVPD.

strongest force on any atom = 5.91 eV Å⁻¹
lowest unoccupied orbital energy = 0.5 eV
DFT total energy = -16750.0987 eV

Structure (ORCA input):
```
! RIJCOSX wB97M-V def2-TZVPD def2/J DEFGRID3
* xyz 0 1
O -0.8919 -1.2559 1.0444
H 1.8418 1.3563 -1.5626
N -1.6760 -1.5479 -0.0516
Si 0.6653 0.3742 0.4904
H -1.1230 -2.0449 -0.7360
H -2.7061 -0.5200 -1.6323
H -0.5299 1.8020 1.7346
C -2.5242 -0.4131 -0.5583
H -1.9969 0.4300 -0.2984
C 1.0611 0.4717 -1.3906
C 2.0542 -0.0349 1.7119
H 2.4412 0.8359 2.2795
H -3.4041 -0.5311 0.0044
H 0.0953 0.8752 -1.9632
H 2.8960 -0.4747 1.2957
H 1.4727 -0.4338 -1.6811
H 1.6994 -0.6583 2.6260
O -0.1908 1.7149 0.9251
*
```

Atomic partial charges in e from the Mulliken method, atoms 1 to 5: number 1, O, carries -0.504; number 2, H, carries 0.300; number 3, N, carries -0.233; number 4, Si, carries 0.588; number 5, H, carries 0.239



Entry 4:
Here is a 9-piece molecular cluster, H18O9 overall from OMol25. Energies are from wB97M-V/def2-TZVPD.

strongest force on any atom = 0.43 eV Å⁻¹
structure (SMILES) = O.O.O.O.O.O.O.O.O
lowest unoccupied orbital energy = 0.2 eV
DFT total energy = -18719.1895 eV

Structure (ORCA input):
```
! RIJCOSX wB97M-V def2-TZVPD def2/J DEFGRID3
* xyz 0 1
H 0.6211 -5.2445 -2.4593
H 4.9232 2.7000 -2.9782
H 1.9073 -1.2131 2.1443
H -3.6016 1.2290 -2.6516
H 1.4513 0.8434 -0.5031
O -1.8375 -4.5987 0.0143
H 6.0339 2.3325 -3.9390
O 1.3423 -4.6176 -2.5149
O 3.9335 3.0088 0.3297
H -3.8076 2.9221 3.2840
H 1.1624 -3.9827 -1.8214
H 0.0523 0.7142 0.0608
O 5.2316 2.8502 -3.8718
H -3.3596 2.4336 -3.5360
H -2.6101 -5.0607 0.3396
H -5.6918 -0.3844 1.9957
O 0.8310 0.2019 -0.1567
H -1.8194 -3.7812 0.5119
H -2.3770 2.6748 3.7129
H 3.5017 3.6429 0.9021
O -3.0322 1.9917 -2.7526
H -4.3606 0.3357 2.0311
H 4.2562 2.3306 0.9231
H 2.3124 -2.0932 3.3076
O -4.7482 -0.5346 1.9381
O -2.9453 2.6850 2.9428
O 2.6308 -1.3858 2.7468
*
```

Atomic partial charges in e from the Mulliken method, atoms 1 to 5: number 1, H, carries 0.321; number 2, H, carries 0.318; number 3, H, carries 0.320; number 4, H, carries 0.319; number 5, H, carries 0.328



Entry 5:
Here is an isolated ion of composition C8H10O3PS and charge -1 at a distorted geometry from OMol25. Energies are from wB97M-V/def2-TZVPD.

strongest force on any atom = 4.35 eV Å⁻¹
structure (SMILES) = CP1(C)=C=CC=CC=C1S(=O)(=O)[O-]
lowest unoccupied orbital energy = 3.1 eV
DFT total energy = -34721.2633 eV

Structure (ORCA input):
```
! RIJCOSX wB97M-V def2-TZVPD def2/J DEFGRID3
* xyz -1 1
H -1.7677 -1.7910 1.8376
C -0.8924 -1.2307 1.2480
C 0.1417 2.2729 -0.4067
H 0.1137 -2.8596 2.0979
H 1.0648 2.8161 -0.4259
P 0.6007 0.4516 -0.3513
C 2.4767 0.2485 -0.1248
C 0.3954 -1.8940 1.5414
C 0.2960 0.1443 -2.1733
H -0.3996 2.3202 -1.3930
O -2.5330 1.6730 0.9625
C -1.2123 -0.2874 0.3705
H -0.4752 2.3510 0.6133
H 0.5363 -0.8973 -2.3675
H 0.9590 0.8492 -2.6730
O -2.5114 1.0029 -1.4798
C 2.6659 -0.7940 0.7102
H 2.2966 -2.3923 1.9027
H 3.7859 -1.0095 0.7651
C 1.7485 -1.7044 1.3617
H -0.8599 0.4245 -2.2527
O -3.7458 -0.3186 0.2870
S -2.6841 0.6246 -0.0498
*
```

Atomic partial charges in e from the Mulliken method, atoms 1 to 5: number 1, H, carries 0.164; number 2, C, carries 0.065; number 3, C, carries -1.194; number 4, H, carries 0.127; number 5, H, carries 0.481



Entry 6:
Here is C2H4N2O in the gas phase at a distorted geometry from OMol25. Energies are from wB97M-V/def2-TZVPD.

strongest force on any atom = 4.18 eV Å⁻¹
structure (SMILES) = N#C[C@H](N)O
lowest unoccupied orbital energy = 0.7 eV
DFT total energy = -7165.0689 eV

Structure (ORCA input):
```
! RIJCOSX wB97M-V def2-TZVPD def2/J DEFGRID3
* xyz 0 1
H 0.5014 1.3820 0.7001
H -1.4793 -0.4737 -0.5133
O 0.0381 -1.6251 0.3617
C -0.3794 -0.3939 -0.1707
C 0.5092 0.0424 -1.2465
H -1.0415 1.1163 0.6958
N -0.2094 0.7008 0.8553
N 1.4029 0.5540 -1.7795
H 0.6581 -1.3028 1.0971
*
```

Atomic partial charges in e from the Mulliken method, atoms 1 to 5: number 1, H, carries 0.268; number 2, H, carries 0.252; number 3, O, carries -0.482; number 4, C, carries 0.131; number 5, C, carries 0.335



> What is the DFT total energy in the fifth record?

-34721.2633 eV



Please write out number 4 again, unchanged.
Here is a 9-piece molecular cluster, H18O9 overall from OMol25. Energies are from wB97M-V/def2-TZVPD.

strongest force on any atom = 0.43 eV Å⁻¹
structure (SMILES) = O.O.O.O.O.O.O.O.O
lowest unoccupied orbital energy = 0.2 eV
DFT total energy = -18719.1895 eV

Structure (ORCA input):
```
! RIJCOSX wB97M-V def2-TZVPD def2/J DEFGRID3
* xyz 0 1
H 0.6211 -5.2445 -2.4593
H 4.9232 2.7000 -2.9782
H 1.9073 -1.2131 2.1443
H -3.6016 1.2290 -2.6516
H 1.4513 0.8434 -0.5031
O -1.8375 -4.5987 0.0143
H 6.0339 2.3325 -3.9390
O 1.3423 -4.6176 -2.5149
O 3.9335 3.0088 0.3297
H -3.8076 2.9221 3.2840
H 1.1624 -3.9827 -1.8214
H 0.0523 0.7142 0.0608
O 5.2316 2.8502 -3.8718
H -3.3596 2.4336 -3.5360
H -2.6101 -5.0607 0.3396
H -5.6918 -0.3844 1.9957
O 0.8310 0.2019 -0.1567
H -1.8194 -3.7812 0.5119
H -2.3770 2.6748 3.7129
H 3.5017 3.6429 0.9021
O -3.0322 1.9917 -2.7526
H -4.3606 0.3357 2.0311
H 4.2562 2.3306 0.9231
H 2.3124 -2.0932 3.3076
O -4.7482 -0.5346 1.9381
O -2.9453 2.6850 2.9428
O 2.6308 -1.3858 2.7468
*
```

Atomic partial charges in e from the Mulliken method, atoms 1 to 5: number 1, H, carries 0.321; number 2, H, carries 0.318; number 3, H, carries 0.320; number 4, H, carries 0.319; number 5, H, carries 0.328



Repeat the second record exactly.
Here is a 2-piece molecular cluster, C12H16NO overall at a distorted geometry from OMol25. Energies are from wB97M-V/def2-TZVPD.

strongest force on any atom = 4.69 eV Å⁻¹
lowest unoccupied orbital energy = -4.5 eV
DFT total energy = -16229.2043 eV

Structure (ORCA input):
```
! RIJCOSX wB97M-V def2-TZVPD def2/J DEFGRID3
* xyz 1 1
C -0.0199 -0.5574 -1.7118
C -1.3362 2.3353 -0.1832
H -0.9938 -2.6942 -2.0454
H 1.9136 0.6430 2.6477
C -0.3592 -1.5040 -0.5056
C 1.4170 1.8988 0.3954
H -0.7116 -1.0227 0.4461
C 0.4701 1.4762 1.3427
C -0.9475 1.7624 0.9563
H -2.3412 2.3770 -0.5846
C 2.2050 1.8764 -0.5210
C 1.4758 -0.5570 -1.6416
H -2.0860 1.4183 2.7934
H 3.1731 2.1635 -0.7968
C 0.9201 0.9297 2.4893
H 0.2357 0.6831 3.2900
H -2.9895 1.0612 1.3814
O -0.7594 0.0080 -2.4404
C -1.9926 1.0444 1.7019
N 0.9193 -2.1700 -0.2419
H 1.9554 -0.3188 -2.6673
H -1.6288 0.0091 1.6586
H -0.6569 2.9299 -0.8536
C -1.3954 -2.4529 -1.0868
H 1.7424 0.4049 -1.0777
H -1.6048 -3.3355 -0.4636
C 1.9250 -1.6884 -0.9009
H 2.9582 -1.8398 -0.7842
H 0.9171 -2.8937 0.5727
H -2.4051 -1.9868 -1.1690
*
```

Atomic partial charges in e from the Mulliken method, atoms 1 to 5: number 1, C, carries 0.198; number 2, C, carries -1.156; number 3, H, carries 0.369; number 4, H, carries 0.411; number 5, C, carries 1.022